A 2-piece molecular cluster, C32H47N3O4 overall at a distorted geometry, computed with ωB97M-V/def2-TZVPD.

The geometry in XYZ format:
```
86
Properties=species:S:1:pos:R:3:forces:R:3
C 0.04577 -8.62078 -1.24963 -0.01 -0.40 0.13
O -0.18773 -7.38921 -2.06052 2.02 -1.26 -0.29
C 0.89814 -7.32443 -3.09521 0.60 -1.07 0.52
C 2.20434 -6.55266 -2.48103 0.69 -0.83 -0.34
C 2.44528 -5.02716 -3.01281 0.40 -0.22 -0.60
C 1.10463 -4.16376 -3.35763 0.07 0.82 -0.02
C 0.41264 -3.38519 -2.08860 0.21 0.92 0.15
N 1.30416 -2.15465 -1.81829 -0.32 -0.94 1.32
C -1.06349 -2.86796 -2.62703 0.97 0.68 -0.23
C -1.98660 -2.13254 -1.49516 -0.35 -0.21 -0.07
C -2.98328 -3.16305 -0.67650 -1.36 0.93 0.58
C -3.84017 -4.18360 -1.63123 3.09 -6.54 -1.91
O -3.25852 -5.37073 -1.96101 -3.77 7.80 2.19
O -5.17644 -3.93013 -2.20695 1.83 -0.72 3.27
C 0.37068 -4.22652 -0.68651 -0.46 -1.27 0.03
O 0.18073 -3.36641 0.52916 -0.42 -2.40 -0.33
C 0.10941 -4.24999 1.72335 0.04 0.95 0.39
C -0.46774 -3.26896 2.94872 1.27 0.27 -1.59
C 0.21427 -1.77325 2.64490 1.20 2.98 -0.07
C -0.65197 -0.54001 1.95765 3.98 0.76 1.11
C 0.05412 0.93595 1.71800 2.10 -3.65 1.88
C 1.61786 1.12216 2.18013 -1.14 -2.96 0.49
C 2.54099 -0.09065 2.83285 -4.88 -0.65 -1.19
C 1.79247 -1.54341 3.04987 -1.06 2.48 -0.74
C 2.72370 -2.75651 3.69849 0.33 0.41 -1.51
H 1.20257 -8.88005 -1.14565 -2.42 0.56 -0.39
H -0.34026 -8.49421 -0.13255 0.49 -0.06 -2.61
H -0.52787 -9.48893 -1.82208 1.32 1.59 1.50
H 1.21510 -8.44701 -3.28391 -0.58 2.28 0.08
H 0.51907 -6.89836 -4.11730 0.51 -0.60 2.22
H 3.15617 -7.18433 -2.82824 -1.97 1.40 0.78
H 2.17754 -6.67039 -1.30246 -0.11 0.44 -2.46
H 3.17509 -4.45421 -2.26545 -1.74 -1.09 -1.54
H 3.06650 -5.11702 -4.02843 -1.41 0.20 2.19
H 1.44664 -3.30540 -4.11463 -0.85 -1.74 1.81
H 0.25139 -4.74384 -3.91253 1.88 0.67 1.14
H 2.04758 -2.52903 -1.15424 -1.07 0.86 -1.10
H 0.78585 -1.45325 -1.22563 0.55 -1.16 -0.69
H -1.56982 -3.75722 -3.19383 0.63 1.69 1.41
H -0.82636 -2.04293 -3.45596 -0.37 -1.80 1.76
H -1.32880 -1.59076 -0.66842 -1.29 -1.24 -1.81
H -2.65077 -1.30051 -2.01874 1.31 -1.84 1.08
H -2.41379 -3.74664 0.19251 -1.17 0.93 -2.39
H -3.78027 -2.48379 -0.11341 1.57 -1.36 -1.18
H -5.81744 -4.35888 -1.53749 1.35 0.86 -1.56
H 1.37123 -4.83394 -0.45097 -2.05 1.24 -0.98
H -0.53651 -4.96933 -0.74145 1.80 1.09 0.08
H 1.20118 -4.62385 1.94808 -2.10 0.58 -0.30
H -0.60975 -5.16558 1.59214 1.33 1.69 0.01
H -1.63581 -3.25796 2.86473 2.34 0.26 0.34
H -0.08942 -3.71809 3.96090 -0.94 1.11 -1.83
H -1.77242 -0.69466 1.63017 2.55 0.23 0.82
H -0.58513 1.80871 1.22504 1.68 -2.07 1.21
H 2.13859 2.16619 2.05382 -1.16 -2.20 0.15
H 3.67895 0.06975 3.15450 -2.90 -0.36 -0.85
H 3.30557 -2.42424 4.66488 -1.52 -0.64 -1.83
H 2.14000 -3.76748 3.82219 1.10 2.25 0.02
H 3.56530 -2.97155 2.87956 -1.81 0.42 1.75
C 3.82776 6.30339 3.07982 0.30 0.02 0.05
N 2.58305 6.75338 2.42468 -0.57 0.07 -0.17
C 2.61410 7.84663 1.62972 -0.78 0.01 -0.26
C 1.46285 8.27337 0.96258 0.47 0.00 0.18
C 0.26289 7.56962 1.10365 0.89 -0.43 0.56
C 0.26747 6.45719 1.95444 0.16 -0.14 0.07
C 1.43604 6.06626 2.60651 -0.42 0.36 -0.43
C -0.95960 7.95161 0.37382 -0.95 0.17 -0.54
C -1.58890 7.04458 -0.48744 -0.23 -0.04 -0.10
C -2.77238 7.38787 -1.13905 0.54 0.08 0.43
N -3.33325 8.60085 -0.94627 0.57 -0.29 0.17
C -2.74187 9.51314 -0.14159 0.61 -0.46 0.23
C -1.55280 9.20879 0.52522 -0.38 0.25 -0.18
C -4.61221 8.93815 -1.60102 -0.26 0.16 -0.06
H 4.21266 7.13195 3.67973 0.03 -0.21 -0.10
H 4.53281 6.02525 2.29143 -0.03 0.05 0.25
H 3.62291 5.44171 3.71902 -0.02 0.21 -0.17
H 3.56482 8.36376 1.52508 -0.16 -0.17 0.07
H 1.52702 9.14710 0.31502 0.05 -0.22 0.18
H -0.64126 5.88055 2.12196 0.26 0.09 0.00
H 1.45873 5.20221 3.26565 0.09 0.18 -0.13
H -1.16379 6.05727 -0.66402 -0.15 0.23 0.01
H -3.27716 6.69363 -1.80693 0.04 0.25 0.14
H -3.23578 10.47495 -0.02948 0.04 -0.22 -0.07
H -1.11455 9.95927 1.18131 -0.15 -0.14 -0.17
H -4.45984 9.84176 -2.19577 -0.15 -0.14 0.09
H -5.35206 9.10301 -0.81257 0.05 0.03 -0.26
H -4.93081 8.11499 -2.24561 0.14 0.19 0.18
```
Forces are in eV/Å.

## Properties
* net charge: +2
* spin multiplicity: 1
* frontier orbital gap: 3.607 eV

Results of the Löwdin charge analysis, in e, for atoms 1 through 2:
1 C -0.124
2 O -0.283

C32H48BiCl2F6O4PS2 as an isolated structure at a distorted geometry, computed with ωB97M-V/def2-TZVPD.

The geometry in XYZ format:
```
96
Properties=species:S:1:pos:R:3:forces:R:3
Bi -0.15438 -0.73450 -0.31443 0.29 0.34 0.26
C 2.35703 -1.57955 0.50255 0.77 0.82 -0.06
C 2.65254 -0.17935 0.50171 -0.28 -0.30 0.21
C 1.99499 0.36189 1.76476 0.02 0.58 -1.02
C 1.52813 -0.72541 2.45984 0.68 0.14 -0.03
C 1.83715 -1.92557 1.78610 -0.11 -1.03 -0.59
C 1.76551 -3.33584 2.34307 0.48 -0.16 -1.41
C 1.12221 -4.32064 1.34466 -1.20 0.61 0.95
C 1.09953 -3.39819 3.67911 -0.32 -0.23 0.67
C 3.20534 -3.82077 2.47834 1.39 0.55 0.93
C 1.68959 1.80656 2.17083 0.40 0.50 -0.13
C 1.01971 2.62971 1.03511 0.06 0.92 1.29
C 0.68529 1.77224 3.33800 0.16 -0.16 0.70
C 2.96420 2.59150 2.64961 -1.30 -0.05 0.51
C 3.66859 0.40358 -0.51180 0.37 0.01 1.30
C 5.05812 0.33483 0.18875 -0.30 -0.87 0.79
C 3.76455 -0.47251 -1.73827 0.54 0.09 -0.43
C 3.49017 1.83633 -1.00162 0.49 -0.20 -0.61
H 2.83771 -2.25537 -0.19563 -0.29 -0.06 0.18
H 1.11116 -0.73486 3.43172 -0.56 0.22 0.57
H 0.04018 -4.23058 1.35727 0.00 0.06 0.03
H 1.32130 -5.32058 1.69937 0.34 -0.39 -0.25
H 1.42389 -4.13827 0.33637 0.57 -0.20 -0.68
H 0.06000 -3.13159 3.59648 -0.35 0.27 0.12
H 1.59719 -2.75995 4.40587 0.02 0.12 0.11
H 1.11400 -4.41006 4.08985 0.16 -0.03 -0.16
H 3.74949 -3.97769 1.54024 -0.32 0.20 -0.03
H 3.22225 -4.78528 3.00633 -0.05 0.32 -0.04
H 3.78485 -3.07308 3.08045 -0.24 -0.73 -0.36
H 0.20779 2.07924 0.57191 -0.27 0.20 -0.09
H 1.69562 2.99450 0.28588 0.35 -0.31 -0.44
H 0.66316 3.59395 1.50825 -0.09 -1.12 -0.41
H -0.23876 1.20023 3.11873 0.58 0.38 -0.05
H 0.42733 2.79072 3.64083 -0.12 -0.03 -0.25
H 1.12793 1.33349 4.25068 -0.10 -0.02 -0.42
H 3.75107 2.68213 1.92784 0.37 -0.29 -0.51
H 3.32947 2.11696 3.55781 0.27 0.04 0.02
H 2.67399 3.62791 2.89959 -0.02 -0.43 0.00
H 5.32536 -0.73481 0.36049 0.04 0.79 -0.14
H 5.07207 0.83377 1.16426 -0.22 -0.07 -0.09
H 5.81552 0.83797 -0.39889 0.14 -0.10 -0.39
H 4.21047 -1.44570 -1.54159 -0.21 -0.13 0.03
H 4.47191 0.05429 -2.38627 -0.17 -0.34 -0.24
H 2.80998 -0.55881 -2.24531 0.05 -0.10 -0.10
H 3.71926 2.59613 -0.26774 0.17 0.11 0.12
H 2.50514 1.96400 -1.36024 -1.08 0.38 -0.19
H 4.11550 1.95866 -1.91082 0.02 0.16 0.80
Cl 0.53898 1.02662 -7.45269 -0.04 0.09 -0.66
C 0.48372 0.88259 -5.75854 0.09 0.25 0.89
C 0.25094 2.03677 -4.97116 0.47 -0.40 0.07
C 0.31788 1.98521 -3.59520 -0.33 0.34 0.49
Cl 0.00407 3.35984 -2.55453 0.18 -0.30 -0.68
C 0.58387 0.77589 -2.93779 -0.11 -0.04 0.41
O 0.74617 0.70471 -1.63779 -0.46 0.21 -0.26
C 0.72317 -0.35362 -3.74617 0.35 -1.13 -0.11
C 0.80788 -1.66964 -3.20684 -0.65 -0.35 0.53
O 0.51999 -2.04946 -2.05169 0.21 -0.07 -0.15
C 0.74053 -0.32030 -5.14563 0.35 0.18 -1.09
H 0.14460 2.98650 -5.45686 -0.30 0.29 -0.18
H 1.02370 -2.46590 -3.91999 0.24 -0.13 -0.07
H 1.05087 -1.19753 -5.76737 -0.58 0.75 0.78
F -1.36420 -2.77285 0.26775 0.18 -0.43 -0.38
P -2.46590 -2.54394 1.53222 0.14 -0.38 0.49
F -3.50662 -2.27976 2.66555 -0.18 0.48 0.58
F -1.97624 -3.91523 2.19417 -0.51 0.17 -0.69
F -1.25796 -1.77986 2.33555 -0.06 0.07 -0.04
F -3.59933 -3.17877 0.61144 0.43 -0.38 -0.09
F -2.73516 -1.09205 0.82864 -0.33 0.35 -0.23
O -3.85391 1.66907 -0.22502 -0.23 -0.10 -0.20
S -2.66066 1.88646 0.63604 -0.02 0.08 0.55
C -2.71283 3.65569 1.13320 1.69 0.04 0.25
C -3.23747 3.80865 2.57191 0.27 -0.66 -0.20
C -3.97171 2.49540 2.84831 0.30 0.03 1.73
C -3.09809 1.37897 2.33476 -0.71 0.04 -0.74
H -3.34729 4.12986 0.42111 -0.58 0.18 -0.68
H -1.68016 4.04696 0.96243 -0.76 -0.16 0.29
H -3.87631 4.68760 2.63122 0.04 -0.03 0.20
H -2.40293 3.89340 3.27323 -0.08 0.21 -0.06
H -4.91393 2.48727 2.34658 -0.69 -0.11 -0.51
H -4.19391 2.29048 3.92493 0.19 0.49 -0.69
H -3.62887 0.43852 2.31257 -0.07 -0.24 -0.33
H -2.18887 1.19618 2.87187 0.53 0.25 0.44
O -1.79404 -0.43376 -1.74817 -0.04 0.16 0.18
S -2.87837 -1.40026 -2.29620 -0.38 0.13 -0.32
C -4.53890 -0.81673 -1.76348 0.69 -1.75 -0.42
C -5.01745 0.11908 -2.80039 -0.36 1.59 0.27
C -4.54419 -0.35583 -4.14773 0.17 -0.93 0.23
C -3.07928 -0.69520 -3.97493 0.56 -0.30 0.06
H -4.41013 -0.39555 -0.80382 0.03 0.40 1.11
H -5.09961 -1.76115 -1.71788 0.04 0.19 0.09
H -4.65858 1.12788 -2.51055 0.14 -0.43 -0.53
H -6.08845 0.21315 -2.75082 -0.57 -0.14 -0.05
H -4.65966 0.40813 -4.88749 -0.20 0.24 -0.67
H -5.04424 -1.30156 -4.44739 -0.11 0.75 0.04
H -2.41504 0.18350 -3.93818 -0.19 -0.29 -0.14
H -2.72918 -1.44706 -4.68926 0.13 0.31 0.05
```
Forces are in eV/Å.

## Properties
* net charge: +1
* spin multiplicity: 2
* ⟨S²⟩: 0.764
* ΔE to the lowest compared entry with this formula, charge and spin: 90.55 kJ/mol
* frontier orbital gap (alpha / beta): 7.295 / 6.686 eV

Results of the Löwdin charge analysis, in e, for atoms 1 through 2:
1 Bi 2.102
2 C -0.126